1.
The following is a quantum chemistry calculation of 2 unconnected molecules or ions with the total composition C6H14O in a non-equilibrium geometry, from OMol25.

CARTESIAN COORDINATES (ANGSTROEM)
C  -2.7866  -2.1397  -0.2090
C  -2.0216  -1.5096  1.0337
C  -0.8188  -0.5066  0.6690
C  0.2580  -0.5404  1.4142
C  1.4010  0.5381  1.1877
C  -1.0140  0.3815  -0.5118
H  -3.7891  -2.6415  0.1906
H  -2.9998  -1.4027  -0.9123
H  -1.8369  -2.7045  -0.7380
H  -1.6978  -2.3606  1.6296
H  -2.6785  -1.0157  1.7434
H  0.3483  -1.1246  2.4110
H  1.1119  1.3199  0.3682
H  2.3777  -0.0179  0.9080
H  1.6016  0.9680  2.1628
H  -0.4810  1.3291  -0.5549
H  -0.6291  -0.0366  -1.5306
H  -2.1020  0.5843  -0.9687
H  5.9404  3.9715  -2.7265
H  4.4938  3.6424  -2.6627
O  5.3224  3.2656  -2.9036

HOMO-LUMO gap (alpha / beta): 2.08 / 9.40 eV
Relative energy (zero: lowest compared OMol25 entry of this formula, charge and spin): 196.3 kJ/mol
Total charge: -1
Electronic energy: -312.1077 a.u.
Spin multiplicity: 2

2.
The following is a quantum chemistry calculation of a single CH3Cl2F molecule in a non-equilibrium geometry, from OMol25.

CARTESIAN COORDINATES (ANGSTROEM)
C  1.1925  -0.2492  0.0342
H  -3.0343  1.1603  0.1396
H  1.4487  -0.3517  1.0896
H  1.9270  -0.7315  -0.6100
F  1.0999  1.0654  -0.2873
Cl  -2.2655  0.1619  -0.1405
Cl  -0.3683  -1.0551  -0.2255

HOMO-LUMO gap: 10.64 eV
Relative energy (zero: lowest compared OMol25 entry of this formula, charge and spin): 165.3 kJ/mol
Electronic energy: -1060.0729 a.u.

3.
The following is a quantum chemistry calculation of 2 unconnected molecules or ions with the total composition C4H14N3 in a non-equilibrium geometry, from OMol25.

CARTESIAN COORDINATES (ANGSTROEM)
C  1.5967  1.8558  -1.0846
C  1.4342  1.2267  -2.5213
H  2.6271  1.6323  -0.7939
H  1.3545  2.9059  -1.1584
H  1.0597  1.2752  -0.3381
H  2.3604  1.0436  -3.0531
H  0.9877  2.0476  -3.0872
H  0.7895  0.3490  -2.4887
C  -1.9409  -0.6524  2.5897
C  -0.4718  -1.0080  0.6516
N  0.4507  -1.7067  0.0133
N  -0.6628  -1.0750  2.0171
N  -1.3990  -0.3383  -0.1099
H  1.1978  -2.1266  0.5705
H  0.4548  -1.8303  -0.9981
H  -0.2182  -1.8638  2.5038
H  -1.3746  0.6800  -0.1327
H  -1.5000  -0.8507  -0.9745
H  -1.9159  -1.1401  3.5703
H  -2.8333  -0.8430  1.9981
H  -1.9968  0.4187  2.8261

HOMO-LUMO gap (alpha / beta): 11.61 / 2.93 eV
Relative energy (zero: lowest compared OMol25 entry of this formula, charge and spin): 363.5 kJ/mol
Total charge: +2
Electronic energy: -324.2703 a.u.
Spin multiplicity: 2

4.
The following is a quantum chemistry calculation of a single C4H5ClO2S molecule in a non-equilibrium geometry, from OMol25.

CARTESIAN COORDINATES (ANGSTROEM)
C  -0.1101  -0.1115  0.1585
C  1.9299  0.2136  0.3806
C  1.0383  -0.5691  -0.6442
C  0.5647  0.6216  1.0123
O  -2.4457  1.3289  -0.4559
O  -2.2908  -0.9123  -1.3816
S  -2.1765  -0.0659  -0.2368
Cl  -4.3520  -0.4597  0.7160
H  2.6616  -0.6041  0.6779
H  2.4101  1.2043  0.1597
H  1.0570  -0.3607  -1.6230
H  1.3273  -1.6154  -0.5945
H  0.3862  1.3304  1.8311

HOMO-LUMO gap: 7.53 eV
Relative energy (zero: lowest compared OMol25 entry of this formula, charge and spin): 520.4 kJ/mol
Electronic energy: -1164.0835 a.u.
SMILES: O=S(=O)(Cl)C1=CCC1

> What is the relative energy (zero: lowest compared OMol25 entry of this formula, charge and spin) in the second record?

165.3 kJ/mol